Record 1
C13H34N4O8Zr as an isolated structure at a distorted geometry, computed with ωB97M-V with the def2-TZVPD basis set.

Summary:
Kohn-Sham gap = 0.289 hartree
Energy relative to the best compared isomer or geometry (same formula, charge and spin) = 0.0 kJ/mol
Energy = -37656.9211 eV

Atoms and positions in Å:
Zr1 -0.14 0.16 0.09
O1 -2.11 -0.38 -0.15
H1 -3.02 -0.43 -0.43
O2 -0.63 2.16 0.30
H2 -0.25 2.97 0.64
O3 1.44 0.09 1.39
H3 1.89 -0.19 2.19
C1 0.83 -2.57 -1.83
O4 0.55 -1.37 -1.30
H4 1.12 -3.31 -1.05
H5 -0.02 -3.01 -2.39
H6 1.67 -2.53 -2.56
C2 -1.79 0.67 3.38
O5 -1.22 0.39 2.36
N1 -1.19 0.87 4.57
C3 -1.94 0.99 5.79
C4 0.26 0.80 4.67
H7 -2.88 0.80 3.43
H8 -1.75 0.12 6.43
H9 -3.01 0.98 5.55
H10 -1.74 1.93 6.30
H11 0.53 0.11 5.48
H12 0.65 0.45 3.73
H13 0.67 1.78 4.91
C5 -1.11 1.23 -3.38
O6 -0.81 0.92 -2.26
N2 -0.41 0.82 -4.46
C6 0.71 -0.06 -4.25
C7 -0.86 1.10 -5.80
H14 -1.99 1.86 -3.57
H15 1.42 0.07 -5.07
H16 0.39 -1.10 -4.16
H17 1.19 0.18 -3.30
H18 -0.03 1.44 -6.41
H19 -1.28 0.21 -6.27
H20 -1.64 1.86 -5.76
C8 2.46 1.99 -1.27
O7 1.57 1.21 -0.99
N3 2.26 3.22 -1.74
C9 3.37 4.11 -1.95
C10 0.94 3.76 -1.86
H21 3.52 1.71 -1.17
H22 3.54 4.77 -1.09
H23 3.16 4.78 -2.79
H24 4.28 3.56 -2.16
H25 0.80 4.23 -2.84
H26 0.20 2.99 -1.67
H27 0.78 4.56 -1.11
C11 -0.19 -2.90 2.14
O8 -0.32 -2.01 1.35
N4 -0.71 -4.14 1.96
C12 -0.62 -5.15 2.97
C13 -1.61 -4.36 0.85
H28 0.38 -2.80 3.09
H29 0.00 -4.80 3.80
H30 -0.17 -6.06 2.57
H31 -1.61 -5.41 3.36
H32 -1.55 -3.49 0.20
H33 -1.30 -5.25 0.31
H34 -2.63 -4.47 1.22

Record 2
One molecule with the formula C4H7ClS2 at a distorted geometry, computed with ωB97M-V with the def2-TZVPD basis set.

Summary:
SMILES = CC(C)SC(=S)Cl
Kohn-Sham gap = 0.322 hartree
Energy relative to the best compared isomer or geometry (same formula, charge and spin) = 136.5 kJ/mol
Energy = -38452.8200 eV

Atoms and positions in Å:
C1 2.58 0.28 0.10
C2 -0.48 -0.67 1.12
C3 -1.57 0.58 -0.92
C4 -0.29 0.03 -0.23
S1 4.04 0.93 0.15
S2 1.06 1.31 -0.16
Cl1 2.15 -1.29 0.16
H1 -0.78 -1.77 0.99
H2 0.43 -0.53 1.61
H3 -1.43 -0.35 1.74
H4 -1.99 1.48 -0.56
H5 -2.39 -0.18 -0.92
H6 -1.41 0.78 -2.08
H7 0.09 -0.60 -1.01

Record 3
C27H34F3Ge2MgN4O4S as an isolated structure at a distorted geometry, computed with ωB97M-V with the def2-TZVPD basis set.

Summary:
Kohn-Sham gap = 0.263 hartree
Energy relative to the best compared isomer or geometry (same formula, charge and spin) = 151.9 kJ/mol
Energy = -180168.8287 eV
Total charge = -1

Atoms and positions in Å:
Mg1 0.93 1.46 0.07
C1 0.51 -3.80 3.14
C2 0.65 -2.55 2.28
Ge1 -0.82 -2.30 0.94
C3 -2.36 -1.40 1.89
C4 -3.11 -2.34 2.84
C5 -1.45 -4.06 0.26
C6 -1.33 -4.02 -1.08
Ge2 -0.53 -2.21 -1.51
C7 1.31 -2.39 -2.26
C8 1.42 -3.05 -3.63
C9 -1.66 -0.92 -2.56
C10 -2.05 -1.29 -3.99
C11 -1.64 -5.12 -2.02
C12 -1.59 -4.88 -3.40
C13 -1.84 -5.89 -4.31
C14 -2.14 -7.17 -3.87
C15 -2.19 -7.43 -2.51
C16 -1.95 -6.41 -1.59
H1 1.35 -3.88 3.83
H2 0.51 -4.69 2.51
H3 -0.41 -3.79 3.72
H4 1.58 -2.59 1.72
H5 0.68 -1.65 2.90
H6 -3.05 -1.02 1.14
H7 -1.96 -0.55 2.46
H8 -3.52 -3.19 2.29
H9 -3.93 -1.82 3.34
H10 -2.44 -2.74 3.61
H11 -1.82 -4.93 0.79
H12 1.88 -2.95 -1.52
H13 1.72 -1.38 -2.29
H14 1.05 -4.07 -3.62
H15 2.47 -3.08 -3.94
H16 0.87 -2.49 -4.38
H17 -1.06 0.00 -2.56
H18 -2.56 -0.73 -1.98
H19 -1.17 -1.53 -4.60
H20 -2.56 -0.45 -4.47
H21 -2.72 -2.14 -4.00
H22 -1.35 -3.88 -3.74
H23 -1.79 -5.68 -5.37
H24 -2.32 -7.97 -4.58
H25 -2.43 -8.42 -2.15
H26 -1.98 -6.64 -0.53
C17 1.31 2.38 -1.84
C18 2.17 1.53 -2.66
C19 1.71 0.94 -3.85
C20 2.54 0.17 -4.65
C21 3.86 -0.06 -4.27
C22 4.33 0.49 -3.07
C23 3.50 1.28 -2.30
C24 4.73 -0.81 -5.11
N1 5.43 -1.40 -5.82
H27 0.40 2.65 -2.39
H28 1.84 3.29 -1.55
H29 0.69 1.10 -4.17
H30 2.18 -0.26 -5.57
H31 5.35 0.30 -2.76
H32 3.88 1.71 -1.37
F1 -0.36 4.87 2.28
C25 0.26 4.09 1.39
F2 1.07 4.85 0.66
F3 -0.69 3.60 0.56
S1 1.18 2.68 2.23
O1 1.52 3.19 3.51
O2 2.26 2.43 1.29
O3 0.16 1.64 2.19
N2 5.04 -3.51 0.55
C26 4.46 -2.51 0.47
N3 3.91 -1.33 0.42
C27 2.78 -0.84 0.27
N4 1.73 -0.32 0.15
O4 -1.04 0.72 -0.07
H33 -1.87 1.20 -0.16
H34 -0.88 0.62 0.88

Record 4
A 9-piece molecular cluster, C20H42Br14N2O2 overall at a distorted geometry, computed with ωB97M-V with the def2-TZVPD basis set.

Summary:
SMILES = CN(C)C=O.CN(C)C=O.BrCCBr.BrCCBr.BrCCBr.BrCCBr.BrCCBr.BrCCBr.BrCCBr
Kohn-Sham gap = 0.344 hartree
Energy relative to the best compared isomer or geometry (same formula, charge and spin) = 0.0 kJ/mol
Energy = -1009093.3166 eV

Atoms and positions in Å:
C1 2.34 0.26 3.37
O1 2.60 0.61 2.23
N1 3.25 -0.25 4.25
C2 2.92 -0.39 5.66
C3 4.65 -0.31 3.93
H1 1.36 0.33 3.85
H2 3.36 0.44 6.22
H3 3.25 -1.36 6.04
H4 1.84 -0.34 5.80
H5 4.85 0.03 2.92
H6 5.22 0.36 4.59
H7 5.05 -1.31 4.13
C4 -0.25 -1.58 -4.00
O2 0.32 -0.63 -4.51
N2 -1.52 -1.94 -4.26
C5 -2.10 -3.06 -3.56
C6 -2.41 -1.04 -4.90
H8 0.26 -2.19 -3.25
H9 -2.62 -2.65 -2.67
H10 -1.38 -3.74 -3.12
H11 -2.78 -3.64 -4.18
H12 -2.99 -1.44 -5.73
H13 -3.15 -0.68 -4.17
H14 -1.87 -0.17 -5.25
Br1 0.15 4.34 0.18
C7 2.02 4.86 0.14
C8 2.89 3.66 0.21
Br2 4.75 4.21 0.15
H15 2.18 5.54 0.97
H16 2.15 5.44 -0.78
H17 2.74 2.99 -0.64
H18 2.73 3.03 1.08
Br3 0.00 -3.52 6.25
C9 0.31 -4.14 4.44
C10 -0.66 -3.55 3.46
Br4 -0.58 -1.61 3.34
H19 0.18 -5.22 4.48
H20 1.35 -3.88 4.24
H21 -1.69 -3.78 3.74
H22 -0.54 -3.94 2.45
Br5 -4.79 0.75 1.04
C11 -3.04 0.70 1.88
C12 -2.55 2.10 2.04
Br6 -0.83 2.04 2.97
H23 -2.42 0.12 1.21
H24 -3.11 0.20 2.84
H25 -3.21 2.71 2.66
H26 -2.34 2.61 1.11
Br7 -2.26 2.86 -5.80
C13 -0.36 2.79 -5.34
C14 -0.23 3.51 -4.03
Br8 1.50 3.29 -3.22
H27 0.18 3.29 -6.14
H28 -0.09 1.74 -5.30
H29 -0.98 3.16 -3.32
H30 -0.47 4.56 -4.15
Br9 -5.71 3.05 -4.26
C15 -4.97 1.88 -2.88
C16 -5.80 0.64 -2.67
Br10 -6.04 -0.35 -4.32
H31 -4.96 2.50 -1.99
H32 -3.98 1.61 -3.23
H33 -6.78 0.87 -2.27
H34 -5.29 -0.05 -2.01
Br11 3.18 -3.38 -0.61
C17 3.09 -2.81 1.22
C18 4.23 -3.35 2.03
Br12 3.96 -5.27 2.38
H35 2.14 -3.12 1.65
H36 3.14 -1.72 1.22
H37 4.27 -2.93 3.03
H38 5.18 -3.29 1.52
Br13 -0.30 -2.24 -0.36
C19 0.39 -0.47 0.03
C20 0.17 0.52 -1.04
Br14 -1.72 0.67 -1.54
H39 1.46 -0.54 0.26
H40 -0.02 -0.21 1.00
H41 0.68 0.29 -1.97
H42 0.47 1.52 -0.75

Record 5
A 2-piece molecular cluster, C7H12B2F2INO8PS overall at a distorted geometry, computed with ωB97M-V with the def2-TZVPD basis set.

Summary:
Kohn-Sham gap = 0.302 hartree
Energy = -60347.0104 eV
Total charge = -1

Atoms and positions in Å:
C1 2.43 0.28 0.24
C2 2.30 -0.69 1.42
N1 0.98 -1.29 1.54
C3 0.58 -2.27 0.53
C4 -0.40 -1.63 -0.43
B1 -1.24 -0.53 0.35
O1 -0.87 0.78 0.27
O2 -2.33 -0.90 1.14
O3 1.68 -2.79 -0.26
C5 2.33 -3.86 0.18
O4 2.77 -4.04 1.29
I1 2.64 -5.35 -1.33
P1 -0.39 -3.60 1.44
S1 -1.25 -4.95 0.32
H1 1.83 -0.04 -0.60
H2 2.16 1.28 0.53
H3 3.46 0.26 -0.10
H4 2.44 -0.11 2.32
H5 3.11 -1.41 1.40
H6 0.86 -1.65 2.47
H7 -1.07 -2.38 -0.86
H8 0.13 -1.14 -1.24
H9 -1.63 1.30 -0.01
H10 -3.06 -1.23 0.60
H11 0.48 -4.21 2.35
H12 -1.28 -2.86 2.23
B2 -0.79 4.22 -1.59
O5 -2.15 3.74 -1.20
C6 -3.05 4.64 -1.55
O6 -4.24 4.55 -1.38
C7 -2.33 5.81 -2.23
O7 -2.85 6.80 -2.67
O8 -1.04 5.55 -2.23
F1 -0.21 3.34 -2.48
F2 0.00 4.37 -0.46